Density functional theory data (ωB97M-V/def2-TZVPD) for a 2-piece molecular cluster, CH3IO2 overall.

Calculated values
Gap between HOMO and LUMO (alpha / beta): 8.2 / 6.8 eV
M: 173.94 g mol⁻¹
2S+1: 1

The geometry in XYZ format:
```
7
Properties=species:S:1:pos:R:3:mulliken_charge:R:1
I -1.13316 3.84802 1.23873 0.020
O 0.11650 0.83005 1.37536 -0.435
O -0.91490 -0.37981 -0.37108 -0.413
C 0.13991 0.28441 0.22410 -0.005
H 1.13908 -0.38670 0.09850 0.266
H -1.62770 -0.05875 0.13316 0.316
H 0.78101 0.91100 -0.59076 0.251
```

Density functional theory data (ωB97M-V/def2-TZVPD) for a 2-piece molecular cluster, C14H16O2 overall.

Calculated values
Gap between HOMO and LUMO: 9.0 eV
Structure (SMILES): Cc1ccc(O)cc1.Cc1ccc(O)cc1
M: 216.28 g mol⁻¹
2S+1: 1

The geometry in XYZ format:
```
32
Properties=species:S:1:pos:R:3:mulliken_charge:R:1
O 2.86944 -0.28205 0.95084 -0.566
O -0.38208 -0.28985 3.72842 -0.535
C -2.37884 3.06177 -0.27586 -1.542
C 1.11009 -2.21322 -2.22677 0.743
C -0.66328 0.60999 2.73557 0.432
C 1.31348 -0.19203 -0.86449 -0.619
C 2.56977 -2.23012 -0.34299 -0.534
C -0.87698 1.95697 2.99351 -0.406
C -1.48664 0.83521 0.46394 -0.772
C 0.23516 -2.90211 -3.27924 -1.395
C -1.36572 2.75653 1.95378 -0.772
C 1.92983 -2.91623 -1.38721 -0.514
C 0.76362 -0.87244 -1.95529 -0.479
C -0.89331 0.09670 1.47059 -0.209
C 2.19951 -0.93124 -0.06079 0.619
C -1.74031 2.18509 0.74472 1.006
H -0.49276 -2.22940 -3.72881 0.335
H 0.90665 -3.09311 -4.12642 0.319
H -1.65040 0.41884 -0.51790 0.397
H -1.40937 3.82944 2.07330 0.414
H 3.45156 -2.54987 0.19859 0.370
H -0.52885 2.49446 3.86488 0.294
H 2.42575 0.54809 1.12526 0.302
H -0.94673 -0.98384 1.36202 0.362
H -0.27638 -3.76545 -2.87194 0.340
H -3.14282 3.80240 -0.02561 0.396
H 1.01318 0.82651 -0.66676 0.456
H 2.25386 -3.93369 -1.56461 0.374
H -0.08423 -0.37415 -2.40876 0.230
H -1.73770 3.72667 -0.87971 0.293
H -2.87709 2.42681 -1.01938 0.355
H -0.10842 0.18330 4.53712 0.306
```

Density functional theory data (ωB97M-V/def2-TZVPD) for C31H52AlBeBr3LiN2O17S as an isolated structure.

Calculated values
Gap between HOMO and LUMO: 1.2 eV
Total charge: +1
M: 1039.47 g mol⁻¹
2S+1: 1

The geometry in XYZ format:
```
109
Properties=species:S:1:pos:R:3:mulliken_charge:R:1
Br 1.71706 -6.16489 -4.21519 -0.041
Br 3.27387 -3.76807 -0.33420 -0.050
Br 5.43733 1.78529 1.40147 -0.222
S -2.83828 -6.28359 -6.08842 1.220
Al 1.73160 3.99572 5.51361 0.258
O -1.93778 -5.63038 -5.12836 -0.328
O -3.24584 -3.06117 -3.09362 -0.438
O 0.50363 4.32588 -0.97604 -0.414
O -4.46040 3.00242 -0.24005 -0.662
O 2.89414 3.27568 3.43722 -0.518
O -6.03145 1.70812 0.44909 -0.543
O -3.46275 -5.26407 -6.94269 -0.412
O 1.91977 5.26133 4.00397 -0.429
O -3.99230 -5.20597 -2.87486 -0.447
O -3.88717 -7.02041 -5.36986 -0.373
O -6.03700 3.78351 0.99970 -0.619
O 2.81991 -1.77518 3.33480 -0.312
O -2.06931 -7.22289 -6.91633 -0.423
O 5.29036 7.23791 -1.49087 -0.605
O 4.12633 5.01323 3.75964 -0.427
O -4.43292 -2.91199 3.92134 -0.397
O 4.42177 7.56195 0.57672 -0.350
N -5.51338 2.83250 0.40494 0.969
N 0.35462 -4.98731 0.37897 -0.011
C -5.47525 -2.20043 4.31688 -0.611
C 6.74970 7.80562 0.34912 -0.359
C 2.11704 -3.25261 -3.48151 -0.750
C -3.66855 -0.77130 -0.25519 -0.407
C 5.44040 7.48778 -0.32134 0.505
C -4.98959 -4.39909 0.16126 -1.035
C -1.23599 5.90104 -1.33273 -1.148
C -2.26198 -4.72176 0.04304 0.384
C 1.33257 0.98972 0.21782 -0.416
C -2.28768 -0.47147 0.50969 -0.347
C 0.11753 5.30025 -1.59358 0.824
C 1.89578 0.37240 1.61860 -0.391
C 0.62693 -4.87655 -1.05469 -0.186
C -3.16894 -4.36691 -2.47714 -0.118
C 2.88145 4.49342 3.73444 0.867
C -1.97764 -4.57840 -1.45978 0.538
C 3.43149 -0.06699 1.51232 -0.275
C -0.96638 -4.92444 0.92829 -0.809
C -4.68094 -1.71089 0.61390 0.046
C 6.40587 7.63651 1.81424 -0.454
C 2.18252 -5.02764 -1.45783 -0.279
C -5.28330 -2.89094 -0.29555 -0.698
C 2.47905 -4.74650 -3.00289 -0.528
C 2.71833 -3.21583 3.29052 -0.255
C 3.87303 -1.26937 2.48076 -0.439
C -0.52301 -4.63700 -2.05744 0.321
C -0.25870 1.31787 0.36898 -0.090
C -3.61070 -4.74219 0.83816 -0.587
C -1.20394 0.28679 -0.43469 0.015
C 4.93643 7.98356 1.84593 -0.305
C 0.97442 5.95101 -2.64795 -0.969
Be -2.48070 4.07430 -2.83811 0.370
Li -0.37313 3.88976 -4.67692 0.589
H -1.05660 -5.03488 2.07167 0.415
H 0.46498 5.91210 -3.61681 0.109
H 1.18303 6.98633 -2.37137 0.334
H 2.38536 -3.54678 4.34877 0.301
H 4.68920 -0.85373 3.19278 0.249
H 3.62315 -4.85091 -3.13383 0.462
H 1.86840 1.97966 0.02162 0.199
H 1.14989 -5.14189 1.03121 0.340
H -0.40843 2.36682 -0.11425 -0.297
H -6.28508 -2.03844 3.57636 0.280
H 3.06881 -2.62269 -3.31292 0.387
H -0.52317 -0.45858 -0.98616 -0.217
H -3.70982 -5.80194 1.30343 0.443
H -5.55598 -1.00061 0.88330 0.386
H 4.76532 9.05901 1.95190 0.268
H -1.84076 5.86069 -2.24283 0.108
H -4.22075 -2.02543 1.61798 -0.174
H 1.90894 -3.24091 -4.60089 0.315
H 4.39586 -2.09378 1.87493 0.243
H -0.54891 1.42934 1.47045 0.528
H -4.18255 0.24643 -0.45503 0.113
H 1.29322 -2.78262 -2.84386 0.114
H -0.33835 -4.53034 -3.17347 0.512
H 2.56663 -6.08020 -1.16945 0.456
H 4.41092 7.46144 2.64724 0.200
H 7.00873 8.25510 2.48110 0.364
H 1.92189 5.41260 -2.72824 0.333
H -3.42472 -1.20807 -1.28246 0.214
H 7.03072 8.83455 0.11250 0.254
H 1.85740 1.26332 2.35494 0.044
H 4.07472 0.89668 1.83110 0.059
H -6.05951 -2.58480 5.17844 0.330
H 3.71913 -0.26408 0.41457 0.667
H 1.87052 -3.57874 2.58909 -0.207
H -3.47754 -4.05699 1.76629 0.239
H -5.28291 -1.16343 4.64519 0.292
H 4.52926 4.15537 3.51710 0.274
H -1.73994 0.88773 -1.26890 0.223
H 3.70308 -3.75332 3.06560 0.346
H 1.53624 0.28393 -0.66127 0.286
H -1.12836 6.93461 -0.99548 0.427
H -5.82155 -4.66609 0.92382 0.438
H -1.80313 -1.45746 0.82508 -0.109
H 7.52954 7.11155 0.03625 0.285
H -6.43552 -2.76955 -0.26583 0.414
H 1.17273 -0.46518 1.90112 0.296
H -1.74099 5.32807 -0.54935 0.418
H 6.54642 6.59059 2.10576 0.186
H -2.31335 -2.72305 -3.03200 0.410
H -5.00188 -2.65478 -1.38765 0.328
H -5.17144 -5.14439 -0.70703 0.313
H -2.50078 0.23037 1.39188 0.366
```